# 1
This record from OMol25 describes a cluster of 2 separate species, C3H8N2O2 in total in a non-equilibrium geometry. The level of theory is ωB97M-V/def2-TZVPD.

Properties
HOMO-LUMO gap = 0.3217 hartree
Lowest unoccupied orbital energy = 0.3372 eV
SMILES string = [H]/N=C\C.O=CNO

```
! wB97M-V def2-TZVPD RIJCOSX def2/J DEFGRID3
* xyz 0 1
C 1.32462 -1.49832 0.58782
C 0.03667 -1.20177 -0.09597
N -1.03276 -0.74477 0.51208
H -0.84447 -0.42675 1.46534
H -0.08944 -1.55354 -1.12230
H 1.83207 -2.34846 0.13098
H 1.18054 -1.70383 1.65216
H 1.98684 -0.63253 0.50797
N -0.02586 1.15300 -0.90531
C -1.43559 1.02656 -0.43377
O 0.71905 1.97613 -0.03953
O -1.85299 1.90266 0.33568
H -0.00084 2.35076 0.52959
H 0.25591 1.09335 -1.87999
H -2.05374 0.60750 -1.24476
*
```

Here are the Löwdin charges for atoms 1 to 2, given in e:
1 C -0.06
2 C -0.23


# 2
This record from OMol25 describes a structure of composition C27H25BaF2N4SeSi in a non-equilibrium geometry. The level of theory is ωB97M-V/def2-TZVPD.

Properties
HOMO-LUMO gap = 0.1421 hartree
Lowest unoccupied orbital energy = 0.8608 eV

```
! wB97M-V def2-TZVPD RIJCOSX def2/J DEFGRID3
* xyz -1 1
Ba 0.08495 -0.40333 0.79503
C -4.36244 -4.88189 -0.69960
Si -3.26856 -3.25506 -0.87007
C -4.29311 -2.45795 -2.27060
C -3.88389 -2.45513 0.74078
C -4.07342 -3.17209 1.93107
C -4.58954 -2.52913 3.06461
C -4.90241 -1.15731 3.05052
C -4.64940 -0.43010 1.92294
C -4.19026 -1.08012 0.79724
H -5.42798 -4.70286 -0.60957
H -4.02103 -5.45744 0.15419
H -4.16717 -5.51521 -1.57610
H -5.33857 -2.62369 -2.07426
H -4.08681 -2.84491 -3.27700
H -4.06483 -1.36979 -2.33936
H -3.80756 -4.21045 1.98198
H -4.72248 -3.11019 3.99144
H -5.12643 -0.67350 3.99047
H -4.82989 0.65856 1.83604
H -4.08787 -0.46436 -0.06117
F 0.95638 -2.36356 3.83782
C -0.09684 -1.82670 3.05148
F -0.23791 -0.40285 3.26989
H -0.99073 -2.20289 3.60255
Se 0.46611 3.22700 -3.45143
N 0.27743 2.09995 -4.78216
C -0.21850 0.94823 -4.28418
C -0.66546 -0.19233 -5.04827
C -1.19536 -1.21202 -4.35093
C -1.22259 -1.19768 -2.91148
N -0.87689 -0.18002 -2.20338
C -0.43438 0.94632 -2.86262
N -0.12662 2.09387 -2.20510
H -0.59122 -0.07281 -6.10432
H -1.54893 -2.03842 -4.91779
H -1.52068 -2.06805 -2.32779
N 2.27260 0.67601 -0.07332
C 3.08479 1.53100 0.32118
C 4.08617 2.33928 -0.56384
C 4.24809 1.88760 -1.86269
C 5.08351 2.50662 -2.75379
C 5.74749 3.64361 -2.29925
C 5.61549 4.11312 -1.00715
C 4.71766 3.52086 -0.13058
C 3.18291 1.80362 1.87307
C 4.34272 1.54795 2.58189
C 4.32029 1.46072 3.96337
C 3.18522 1.81945 4.67050
C 2.05340 2.17704 3.96378
C 2.04139 2.15566 2.59069
H 3.59609 1.06596 -2.20601
H 5.22283 2.07187 -3.77247
H 6.47117 4.16103 -2.91270
H 6.15479 5.00334 -0.72823
H 4.54074 3.89702 0.86070
H 5.24473 1.33621 1.94521
H 5.23686 1.18697 4.50597
H 3.17587 1.76721 5.77143
H 1.09486 2.44532 4.44592
H 1.11521 2.46043 2.02544
*
```

Here are the Löwdin charges for atoms 1 to 2, given in e:
1 Ba 1.65
2 C -0.30


# 3
This record from OMol25 describes a structure of composition C6H13NO2 in a non-equilibrium geometry. The level of theory is ωB97M-V/def2-TZVPD.

Properties
HOMO-LUMO gap = 0.2975 hartree
Lowest unoccupied orbital energy = -1.7528 eV

```
! wB97M-V def2-TZVPD RIJCOSX def2/J DEFGRID3
* xyz 0 1
C 1.43046 0.40969 0.52805
C 2.72995 -0.17639 -0.11621
C 0.21538 -0.43101 -0.18548
C -1.23891 -0.17385 0.28024
C -1.95039 0.97826 -0.31512
C -2.06231 -1.35669 -0.30215
H 0.25951 2.24232 -0.74863
H 2.21340 2.28203 0.46221
H 1.40529 0.07557 1.52840
H 0.63207 -1.50532 0.04887
H 0.04486 -0.26520 -1.20771
H -1.45112 -0.28357 1.46801
H -3.08840 1.10384 -0.23832
H -1.70634 1.22783 -1.34442
H -1.40426 1.69851 0.45280
H -3.25735 -1.34080 -0.31209
H -1.60356 -1.69656 -1.51648
H -1.81506 -2.29502 0.39880
H 3.14078 -1.44019 1.65226
N 1.05108 1.92692 0.41025
O 3.29143 0.51280 -1.05656
O 3.16350 -1.49318 0.11328
*
```

Here are the Löwdin charges for atoms 1 to 2, given in e:
1 C -0.32
2 C -0.47


# 4
This record from OMol25 describes a cluster of 2 separate species, C3H3NO2 in total in a non-equilibrium geometry. The level of theory is ωB97M-V/def2-TZVPD.

Properties
HOMO-LUMO gap (spin up / spin down) = 0.3226 / 0.2440 hartree
Lowest unoccupied orbital energy (spin up / spin down) = 0.8568 / -4.3480 eV

```
! wB97M-V def2-TZVPD RIJCOSX def2/J DEFGRID3
* xyz 0 3
C -2.03127 -0.96415 0.62642
C 0.12568 0.79676 0.01566
C 1.14157 -0.23887 -0.02720
N -2.96733 -1.59058 0.53461
O 0.09831 2.08102 0.04413
O -0.62944 1.34367 -0.95359
H 1.34314 -0.73969 0.91973
H 2.02212 0.30285 -0.39773
H 0.89723 -0.99102 -0.76202
*
```

Here are the Löwdin charges for atoms 1 to 2, given in e:
1 C 0.00
2 C -0.49